Entry 1:
The following is a quantum chemistry calculation of a cluster of 2 separate species, C2H5IN2O in total at a distorted geometry, from OMol25.

Element x y z (Å)
N1 -0.2599 -0.9822 1.0210
H1 0.1379 -2.9229 0.5201
H2 0.8616 3.6777 0.2365
I1 -2.3388 -1.1129 1.1144
H3 1.3066 -1.6727 0.0845
H4 -0.0943 -1.8562 -0.9599
C1 0.1717 2.2741 -0.9484
H5 -0.1239 -0.0404 0.6058
N2 0.2159 3.3845 -0.4547
O1 -0.1063 1.2025 -1.2624
C2 0.2295 -1.9515 0.0432

* energy relative to the best compared isomer or geometry (same formula, charge and spin): 11.6 kcal per mole
* SMILES string: N=C=O.CNI
* frontier orbital gap: 9.03 eV

***

Entry 2:
The following is a quantum chemistry calculation of the molecule C5H8N2O at a distorted geometry, from OMol25.

Element x y z (Å)
C1 -0.7739 0.2612 0.7055
C2 1.1936 1.0196 0.0105
H1 0.7656 0.6701 -2.2828
H2 -1.3406 -2.4381 -0.8116
H3 0.2701 1.6229 1.8569
C3 -0.0790 1.5187 0.8103
H4 -0.4849 2.3774 0.3355
H5 2.0090 1.8991 -0.3511
N1 -0.7087 -0.7390 1.5870
C4 -0.6454 -0.3296 -0.7220
H6 -1.6876 -0.1227 -1.2041
H7 0.3927 -2.4629 -0.2269
N2 0.5885 0.3637 -1.1468
C5 -0.5225 -1.8742 -0.2490
H8 1.8790 0.1813 0.5764
O1 -0.8559 -1.9475 1.1121

* energy relative to the best compared isomer or geometry (same formula, charge and spin): 123.5 kcal per mole
* SMILES string: C1CC2=NOC[C@@H]2N1
* frontier orbital gap: 9.48 eV

***

Entry 3:
The following is a quantum chemistry calculation of a cluster of 5 separate species, C16H42N4O9 in total at a distorted geometry, from OMol25.

Element x y z (Å)
H1 0.9815 -3.5787 3.2529
N1 -5.3311 3.7507 -1.2570
C1 -1.9200 0.3590 -1.6003
H2 1.8660 -2.0293 -0.2962
H3 -1.5759 -0.6218 -1.2721
C2 3.4412 -1.8036 -1.8760
H4 -1.6112 -1.7656 1.1681
H5 2.2745 2.2997 -3.2177
H6 -5.5074 -2.1903 5.7247
O1 -4.8873 2.7048 -1.7140
H7 3.1773 0.8594 -3.0445
H8 6.1657 3.1908 -5.9333
C3 2.8791 1.9723 -1.2244
H9 -6.5485 -3.5961 5.4787
C4 3.1709 1.9056 -2.7389
H10 -3.8709 -1.7027 1.7615
H11 3.3672 -1.5198 -2.9257
O2 -5.9297 4.6230 -1.9473
H12 -4.0745 -5.1686 7.4691
O3 1.1027 -1.2540 -1.9568
C5 0.9197 1.4778 0.2380
H13 -4.5119 3.3680 0.6356
H14 -5.7869 -2.3918 3.2820
H15 8.6370 3.9144 -4.5378
O4 -2.1452 2.2202 -0.2515
C6 2.0352 -2.1005 -1.3707
H16 1.3255 -0.4088 -1.5596
H17 1.6106 1.5081 1.0806
H18 3.9358 3.2615 -4.9107
H19 6.1406 4.1193 -4.4660
N2 -3.7655 -2.6313 3.5875
H20 3.8911 -0.9653 -1.3442
H21 1.6798 -3.1130 -1.5621
C7 -4.6863 -4.2786 7.3220
C8 -4.7371 4.2422 0.0247
C9 -5.1418 -3.1139 3.7825
H22 -3.4440 -3.4602 1.6335
H23 -2.7113 0.3062 -2.3481
O5 -4.6016 -4.0618 5.9429
H24 -1.6843 -1.3724 2.7610
H25 9.2639 2.2749 -4.8415
N3 -2.5588 1.0923 -0.4923
H26 3.6460 1.5507 -0.5746
C10 6.0634 3.1027 -4.8517
H27 8.3454 2.9693 -6.1086
H28 4.5405 1.6120 -5.0128
C11 -1.8228 -2.2456 2.1235
H29 -5.5172 4.8608 0.4683
C12 0.2808 -2.7751 3.0265
C13 8.4350 2.9592 -5.0224
H30 0.4809 2.4756 0.2323
H31 0.7439 -2.1406 2.2708
H32 5.1956 1.8758 -2.7686
H33 -3.1243 -3.1206 4.1953
H34 4.0614 -2.6790 -1.6831
O6 7.2381 2.3613 -4.4408
H35 -5.3477 -4.1018 3.3704
H36 0.1167 0.7526 0.3695
H37 2.7991 3.0181 -0.9279
O7 -3.4077 0.5297 0.2446
H38 -3.8261 4.7666 -0.2636
H39 -4.1687 -3.4452 7.7970
C14 -3.3158 -2.5347 2.1948
C15 4.6770 2.5697 -4.5105
N4 4.4744 2.5055 -3.0903
O8 -0.9516 -3.3191 2.5512
H40 -5.6563 -4.5685 7.7260
O9 1.6063 1.2712 -1.0052
H41 0.2224 -2.2589 3.9848
H42 -1.0685 0.8757 -2.0433
C16 -5.5546 -3.1895 5.2917

* spin multiplicity: 2
* total charge: +1
* <S²>: 0.754
* frontier orbital gap (alpha / beta): 8.24 / 2.95 eV

***

Entry 4:
The following is a quantum chemistry calculation of a structure of composition CHFIPS at a distorted geometry, from OMol25.

Element x y z (Å)
S1 0.4707 -0.1080 2.8717
I1 2.7718 -0.4234 -1.2908
F1 2.7780 0.5928 2.1029
P1 1.2475 1.0055 -0.1109
H1 -0.2044 0.0909 -0.6284
C1 1.4766 0.4726 1.7479

* energy relative to the best compared isomer or geometry (same formula, charge and spin): 41.8 kcal per mole
* frontier orbital gap: 8.10 eV

***

Entry 5:
The following is a quantum chemistry calculation of the molecule C3H5N3O at a distorted geometry, from OMol25.

Element x y z (Å)
N1 1.0275 -1.0066 -0.7268
N2 0.3118 0.0595 1.0504
C1 -0.1688 -0.3361 -1.0786
H1 0.1638 0.3151 2.0135
C2 -0.5832 0.3345 0.0124
N3 -1.6904 1.1654 0.2372
H2 -1.4382 2.0928 0.5679
C3 1.3766 -0.7027 0.5904
H3 -0.4819 -0.2586 -2.1112
H4 -2.2236 1.2471 -0.6192
O1 2.4245 -0.9943 1.1513
H5 1.2820 -1.9162 -1.0873

* energy relative to the best compared isomer or geometry (same formula, charge and spin): 8.6 kcal per mole
* SMILES string: Nc1c[nH]c(=O)[nH]1
* frontier orbital gap: 8.58 eV

***

Entry 6:
The following is a quantum chemistry calculation of the molecule C12H19NO2S, from OMol25.

Element x y z (Å)
C1 1.1017 2.2695 0.9480
H1 1.5499 3.1521 0.4850
N1 2.0772 1.2119 0.8358
O1 -2.2470 0.5611 0.4504
H2 -5.0609 -1.0000 1.2993
H3 -4.5377 -2.6865 1.2739
H4 -1.7456 -0.7183 -1.0914
C2 3.9355 0.0523 -0.1186
C3 -0.2106 1.9332 0.2359
H5 1.9257 0.3730 1.3723
C4 -4.2362 -1.6367 -0.5886
C5 -3.8655 -0.2556 -1.1309
H6 0.9160 2.4705 2.0071
H7 6.5504 -1.6554 -1.2799
C6 3.0818 1.2517 -0.0731
H8 -2.1348 0.9506 -1.5752
H9 -0.9736 0.8574 1.9481
H10 -5.2119 -1.9169 -0.9933
H11 -3.3459 -1.3826 1.3612
H12 0.0016 1.7411 -0.8170
H13 -4.5002 0.5013 -0.6687
H14 -3.5091 -2.3691 -0.9484
H15 -4.0399 -0.2390 -2.2087
H16 -0.8787 2.7933 0.3010
C7 5.0198 -2.1489 0.1450
C8 -4.2972 -1.6816 0.9327
C9 5.6654 -1.3548 -0.7489
S1 3.6435 -1.3802 0.8209
C10 -0.9143 0.7227 0.8631
O2 3.2902 2.2088 -0.7947
C11 -2.4094 0.1369 -0.8877
H17 5.3915 0.6789 -1.5577
H18 -0.3430 -0.1960 0.6502
H19 5.2649 -3.1458 0.4541
C12 5.0464 -0.0990 -0.9013

* energy relative to the best compared isomer or geometry (same formula, charge and spin): 3.5 kcal per mole
* SMILES string: CCCCOCCCNC(=O)c1cccs1
* frontier orbital gap: 9.73 eV